[1]
The following is a DFT calculation (ωB97M-V/def2-TZVPD) of a structure of composition C20H40BCoN4O3S at a distorted geometry.

For the gap between HOMO and LUMO (spin up / spin down), the calculation gives 9.4 / 6.5 eV. The max |F| is 3.65 eV/A. Its net charge is +2. The spin multiplicity is 5.

Geometry (Å):
Co  -2.51207  -0.05899  0.85487
S  1.28236  -2.88910  -1.42986
O  0.92807  0.53846  -0.83358
O  -1.28494  -0.38135  -0.56800
O  -0.84014  1.96426  -0.91976
N  -3.54832  1.71430  0.02161
N  -0.88755  0.25702  2.25514
N  -3.75967  0.85085  2.65985
N  -3.56258  -1.79319  1.45462
C  -1.44398  0.59464  3.58163
C  1.52772  1.83871  -0.78754
C  2.69621  1.84006  -1.79500
C  5.35273  -4.49669  -2.22383
C  -4.52423  -0.27320  3.25828
C  0.74376  -1.87450  -2.77592
C  6.83551  -4.84502  -2.45758
C  -4.02940  2.64883  1.04486
C  0.33243  2.76629  -1.18404
C  3.44467  -3.24143  -3.08947
C  -3.98089  -1.66169  2.91841
C  0.29246  3.17371  -2.67225
C  -2.69698  1.43915  3.49946
C  0.17442  4.02679  -0.28375
C  2.77218  -3.47512  -1.83683
C  4.69511  -3.73286  -3.28978
C  3.41542  -4.30339  -0.87162
C  2.08276  2.09940  0.59643
C  4.68763  -4.74369  -1.06191
C  -4.68979  1.88119  2.20608
B  -0.45258  0.62475  -0.81883
H  3.25290  2.73439  -1.66929
H  1.03484  3.96168  -2.94113
H  0.45687  2.32554  -3.37520
H  2.96272  -4.48314  0.09946
H  2.93693  -2.72309  -3.86363
H  3.33701  1.05680  -1.53303
H  -3.22774  3.31363  1.44225
H  1.35335  2.10160  1.42203
H  -5.64713  1.54195  1.83552
H  7.36378  -5.03587  -1.55123
H  2.56049  3.05873  0.60308
H  -2.81448  2.19467  -0.55377
H  2.83834  1.34301  0.76794
H  1.50302  -1.06390  -2.86157
H  -1.73236  -0.36492  4.07281
H  -0.69195  3.58697  -2.87777
H  0.63070  -2.50764  -3.61405
H  -0.67141  4.56184  -0.73690
H  -0.35951  -0.58720  2.29597
H  7.36631  -4.05368  -3.00883
H  -4.77503  -2.34256  3.14004
H  -5.55150  -0.24398  2.91289
H  1.04720  4.68117  -0.37107
H  -4.58748  -0.16851  4.38221
H  -0.39080  1.08864  1.95433
H  -0.03499  3.72667  0.76331
H  -3.10805  1.61398  4.50621
H  2.40931  1.67575  -2.83025
H  -4.94865  2.61612  2.98792
H  -0.20437  -1.36908  -2.48078
H  -4.42746  -2.09157  0.94296
H  -2.53145  2.44122  3.14397
H  5.23600  -3.56978  -4.20156
H  6.95021  -5.75270  -3.06995
H  -0.71752  1.08087  4.19600
H  -3.15669  -1.99793  3.56511
H  5.20269  -5.17854  -0.24247
H  -2.91784  -2.54794  1.35537
H  -4.28956  1.52073  -0.65256
H  -4.70704  3.36785  0.59398

***

[2]
The following is a DFT calculation (ωB97M-V/def2-TZVPD) of a structure of composition C20H40CdO3SSi at a distorted geometry.

For the gap between HOMO and LUMO, the calculation gives 8.5 eV. The max |F| is 1.04 eV/A.

Geometry (Å):
Cd  0.68958  -0.40249  0.06917
S  1.97326  1.03062  1.56393
Si  0.70589  0.24625  2.97316
O  -0.58829  -0.35565  2.07896
O  0.06283  1.35976  4.01178
O  1.36153  -1.02152  3.79694
C  0.35613  1.69389  -1.75750
C  -0.95385  1.59409  -1.42821
C  1.05292  1.04580  -2.93577
C  -0.17965  -1.33553  -1.66802
C  -2.08591  -0.95093  3.84301
C  1.89520  2.80956  4.73843
C  -1.30019  -0.71638  -2.50241
C  1.23983  0.81297  6.06751
C  2.47912  -2.98276  4.63037
C  0.73246  1.93684  5.18413
C  -2.62354  0.98121  2.33495
C  -1.92221  0.63082  -2.04809
C  3.31737  -1.92984  2.56201
C  1.09422  -1.54632  -2.46617
C  1.90098  -0.23613  -2.68946
C  1.13703  -3.12164  2.52928
C  -2.00329  -0.40839  2.42697
C  -0.30069  2.77577  5.92197
C  2.06599  -2.25329  3.36244
C  -2.68987  -1.31748  1.41000
H  -1.64004  -0.23174  4.54515
H  0.87588  -2.03172  -3.43694
H  3.09830  -1.51784  1.56960
H  1.61360  -3.27404  5.23585
H  2.57614  -0.06832  -1.83048
H  -0.66994  3.60152  5.30392
H  2.55080  -0.37986  -3.57143
H  -2.11408  -1.46567  -2.51420
H  -0.98831  -0.60236  -3.55058
H  2.68563  2.21756  4.26496
H  1.61739  -4.09079  2.33274
H  -3.68014  0.89338  2.62459
H  1.60948  1.22791  7.01513
H  -2.76562  0.42571  -1.36511
H  -2.13557  1.67196  3.02950
H  0.19519  -3.31018  3.05762
H  -1.15668  2.17508  6.25238
H  0.93310  -2.67709  1.54594
H  -2.40125  1.09697  -2.93433
H  0.36157  0.86312  -3.76832
H  -1.39191  2.29336  -0.69877
H  0.43982  0.09773  6.29924
H  0.97842  2.43013  -1.21727
H  3.15414  -2.37360  5.23988
H  3.97507  -1.23314  3.09116
H  -0.52218  -2.26952  -1.19714
H  1.74977  -2.23773  -1.91524
H  -2.58223  1.37280  1.30814
H  -1.58877  -1.92474  3.92451
H  3.01673  -3.89997  4.35754
H  0.15665  3.21473  6.81924
H  -3.14583  -1.06746  4.10799
H  -2.67399  -0.88784  0.39470
H  3.85698  -2.87399  2.41142
H  2.31944  3.29303  5.62878
H  1.57078  3.58974  4.04025
H  -3.74594  -1.43620  1.68999
H  -2.24297  -2.32024  1.38258
H  2.07633  0.28673  5.59570
H  1.77383  1.80424  -3.28669

***

[3]
The following is a DFT calculation (ωB97M-V/def2-TZVPD) of a cluster of 9 separate species, C20H40Cl16O in total at a distorted geometry.

For the gap between HOMO and LUMO, the calculation gives 10.2 eV. The max |F| is 2.03 eV/A.

Geometry (Å):
Cl  -13.53588  -12.50139  1.53470
Cl  -18.48423  -7.81753  1.72105
Cl  -24.70556  -9.32000  -2.68129
Cl  -18.35621  -8.23640  -2.65014
Cl  -20.54481  -6.94330  -6.12506
Cl  -20.77868  -16.34600  0.59231
Cl  -19.59036  -11.56283  1.07618
Cl  -20.21436  -11.85754  -2.15461
Cl  -20.39063  -15.33431  -4.19910
Cl  -16.62464  -9.71366  3.47986
Cl  -16.97858  -15.43898  -1.94486
Cl  -23.43403  -12.83835  0.90672
Cl  -15.00484  -10.67389  -0.76122
Cl  -21.95978  -8.48314  -1.14643
Cl  -23.00641  -13.94196  -3.13664
Cl  -17.35550  -14.09819  2.20103
O  -16.46893  -13.00047  -6.30156
C  -13.28393  -10.95253  -0.70352
C  -16.72617  -14.29002  0.55556
C  -22.58108  -13.92685  -4.89300
C  -21.07282  -13.94003  -5.06490
C  -13.03916  -12.40528  -0.15228
C  -16.13128  -13.62343  -5.04420
C  -18.74501  -10.68058  -0.18833
C  -16.91830  -11.67113  -6.05208
C  -21.36709  -14.66747  0.37264
C  -16.26843  -12.47602  -4.01073
C  -22.69568  -14.44697  1.10859
C  -23.66554  -10.60268  -1.92960
C  -18.27278  -9.11335  4.08817
C  -18.65868  -7.81733  3.45213
C  -17.63025  -15.17167  -0.32573
C  -17.37538  -11.62814  -4.64179
C  -19.23262  -7.73726  -5.22273
C  -18.66265  -11.54589  -1.41596
C  -22.91532  -9.99362  -0.74123
C  -19.69425  -7.70688  -3.74581
H  -18.60878  -14.70611  -0.44331
H  -22.12629  -10.65479  -0.38294
H  -20.65279  -13.92590  0.73031
H  -18.27189  -7.23369  -5.33000
H  -12.89352  -10.15301  -0.07388
H  -17.78920  -16.13112  0.16647
H  -21.39513  -14.41480  -0.68729
H  -20.51063  -8.39783  -3.53557
H  -22.61865  -14.58834  2.18664
H  -19.09918  -8.72444  -5.66517
H  -16.11538  -10.95329  -6.21970
H  -15.33961  -11.92997  -3.84572
H  -16.84431  -14.40253  -4.77460
H  -17.37997  -10.62628  -4.21242
H  -18.06853  -11.06380  -2.19231
H  -18.97092  -9.93013  3.90496
H  -18.03378  -8.87560  5.12473
H  -19.67169  -7.53390  3.73773
H  -18.32394  -12.13984  -4.47901
H  -19.86108  -6.69112  -3.38734
H  -17.97715  -7.06637  3.85173
H  -16.52895  -13.32652  0.08560
H  -19.21330  -9.72721  -0.43305
H  -17.77976  -11.45038  -6.68238
H  -23.08336  -10.98883  -2.76630
H  -23.09168  -14.82631  -5.23707
H  -23.59884  -9.82002  0.08990
H  -17.78192  -10.52221  0.29693
H  -15.10077  -13.95814  -4.92535
H  -23.04544  -13.04559  -5.33557
H  -13.52277  -13.19751  -0.72377
H  -16.60491  -12.93292  -3.08007
H  -12.79699  -10.69934  -1.64527
H  -15.76628  -14.79325  0.67166
H  -23.47243  -15.15469  0.81897
H  -18.24836  -12.53112  -1.20198
H  -24.31504  -11.42392  -1.62662
H  -20.81315  -13.95865  -6.12335
H  -11.97270  -12.62109  -0.21704
H  -20.54387  -13.08652  -4.64082